ORCA calculation (the ωB97M-V functional and the def2-TZVPD basis) on a cluster of 6 separate species, C40H77N2O18 in total in a non-equilibrium geometry.

Bonds (Å) are listed after each position.
Geometry (Å):
1 C -0.54256 0.61642 3.78782  C2 1.504, H26 1.088, H27 1.089, H28 1.091
2 C -2.00721 0.66756 3.45086  C1 1.504, N3 1.283, C4 1.514
3 N -2.80855 0.06929 4.25465  C2 1.283, H29 1.020
4 C -2.47898 1.42573 2.22824  C2 1.514, C5 1.557, H30 1.092, H31 1.093
5 C -2.42657 0.69240 0.85550  C4 1.557, C6 1.543, C16 1.537, C25 1.553
6 C -3.02226 -0.71811 1.04444  C5 1.543, C7 1.545, H32 1.093, H33 1.091
7 C -3.08018 -1.62714 -0.20311  C6 1.545, C8 1.540, H34 1.092, H35 1.091
8 C -2.14400 -2.84245 -0.07411  C7 1.540, C9 1.528, H36 1.092, H37 1.095
9 C -1.77099 -3.53588 -1.38332  C8 1.528, C10 1.533, H38 1.093, H39 1.095
10 C -0.70783 -2.80535 -2.21201  C9 1.533, C11 1.543, H40 1.092, H41 1.090
11 C -0.62022 -3.34739 -3.65353  C10 1.543, O12 1.432, H42 1.089, H43 1.089
12 O -1.05715 -2.40358 -4.63732  C11 1.432, C13 1.347
13 C -0.27234 -1.35878 -4.96506  O12 1.347, C14 1.505, O15 1.221
14 C 1.19464 -1.43819 -4.64000  C13 1.505, H44 1.089, H45 1.087, H46 1.086
15 O -0.76437 -0.41863 -5.56960  C13 1.221
16 C -0.98178 0.57297 0.34506  C5 1.537, C17 1.554, H47 1.087, H48 1.089
17 C -0.31814 1.84761 -0.24624  C16 1.554, C18 1.531, C19 1.532, N20 1.492
18 C 0.61271 2.48363 0.78967  C17 1.531, H49 1.089, H50 1.091, H51 1.085
19 C 0.56683 1.49330 -1.44509  C17 1.532, H52 1.093, H53 1.084, H54 1.091
20 N -1.36700 2.83804 -0.62734  C17 1.492, O21 1.280, C22 1.486
21 O -1.55098 3.79607 0.20072  N20 1.280
22 C -2.62992 2.30805 -1.20326  N20 1.486, C23 1.519, C24 1.531, C25 1.537
23 C -2.39673 1.46726 -2.44702  C22 1.519, H55 1.089, H56 1.090, H57 1.084
24 C -3.49695 3.49522 -1.63156  C22 1.531, H58 1.092, H59 1.089, H60 1.087
25 C -3.34094 1.49284 -0.11137  C5 1.553, C22 1.537, H61 1.089, H62 1.090
26 H 0.03545 0.05395 3.05695  C1 1.088
27 H -0.44857 0.10798 4.74601  C1 1.089
28 H -0.13421 1.62397 3.87742  C1 1.091
29 H -3.77573 0.18622 3.95379  N3 1.020
30 H -3.52055 1.69391 2.41972  C4 1.092
31 H -1.93867 2.37167 2.14150  C4 1.093
32 H -4.03766 -0.56488 1.41940  C6 1.093
33 H -2.46137 -1.25610 1.80975  C6 1.091
34 H -2.82346 -1.07761 -1.11115  C7 1.092
35 H -4.10294 -1.98119 -0.34417  C7 1.091
36 H -2.60404 -3.56400 0.60347  C8 1.092
37 H -1.21872 -2.50245 0.40347  C8 1.095
38 H -2.64919 -3.74672 -1.99816  C9 1.093
39 H -1.34556 -4.51036 -1.12177  C9 1.095
40 H 0.25850 -2.92332 -1.71785  C10 1.092
41 H -0.95433 -1.74616 -2.28964  C10 1.090
42 H -1.29806 -4.19205 -3.76666  C11 1.089
43 H 0.37341 -3.72107 -3.89838  C11 1.089
44 H 1.67584 -2.14917 -5.31056  C14 1.089
45 H 1.38663 -1.72369 -3.60850  C14 1.087
46 H 1.60686 -0.45060 -4.82230  C14 1.086
47 H -0.35582 0.27935 1.18383  C16 1.087
48 H -0.90747 -0.23870 -0.37772  C16 1.089
49 H 0.96998 3.45475 0.44992  C18 1.089
50 H 1.48257 1.83273 0.89292  C18 1.091
51 H 0.14680 2.58075 1.76486  C18 1.085
52 H 1.28393 0.73494 -1.12092  C19 1.093
53 H 0.01945 1.08625 -2.28696  C19 1.084
54 H 1.13924 2.36108 -1.77452  C19 1.091
55 H -1.96011 2.05180 -3.25542  C23 1.089
56 H -3.36972 1.11662 -2.79181  C23 1.090
57 H -1.79182 0.58440 -2.27387  C23 1.084
58 H -4.30953 3.12323 -2.25860  C24 1.092
59 H -2.91026 4.21184 -2.20378  C24 1.089
60 H -3.94388 3.99482 -0.77592  C24 1.087
61 H -4.04623 0.82962 -0.61092  C25 1.089
62 H -3.93191 2.19587 0.47551  C25 1.090
63 C -8.24121 2.25998 -6.60382  C64 1.513, H70 1.090, H71 1.090, H72 1.089
64 C -8.16009 0.75068 -6.53926  C63 1.513, O65 1.436, H73 1.088, H74 1.089
65 O -6.97949 0.25381 -7.18844  C64 1.436, C66 1.331
66 C -5.86262 0.32279 -6.46694  O65 1.331, O67 1.205, O68 1.326
67 O -5.77887 0.72897 -5.33511  C66 1.205
68 O -4.86010 -0.13933 -7.20136  C66 1.326, C69 1.435
69 C -3.58774 -0.09329 -6.53851  O68 1.435, H75 1.086, H76 1.088, H77 1.083
70 H -8.16671 2.59990 -7.63704  C63 1.090
71 H -9.19084 2.60132 -6.19186  C63 1.090
72 H -7.43371 2.71648 -6.03311  C63 1.089
73 H -8.98467 0.29318 -7.08214  C64 1.088
74 H -8.18569 0.39357 -5.51065  C64 1.089
75 H -3.64619 -0.59250 -5.57618  C69 1.086
76 H -3.27498 0.93944 -6.40102  C69 1.088
77 H -2.87515 -0.60806 -7.17071  C69 1.083
78 C -0.97015 6.52122 1.79547  C79 1.509, H85 1.091, H86 1.087, H87 1.090
79 C 0.52418 6.38668 1.63399  C78 1.509, O80 1.443, H88 1.088, H89 1.089
80 O 1.21875 7.61473 1.93655  C79 1.443, C81 1.324
81 C 1.41167 7.84110 3.22708  O80 1.324, O82 1.205, O83 1.330
82 O 1.09314 7.11007 4.13098  C81 1.205
83 O 2.03437 9.00860 3.36640  C81 1.330, C84 1.430
84 C 2.29138 9.38558 4.72173  O83 1.430, H90 1.088, H91 1.089, H92 1.085
85 H -1.34783 7.34769 1.19195  C78 1.091
86 H -1.44877 5.59945 1.47536  C78 1.087
87 H -1.23720 6.71293 2.83511  C78 1.090
88 H 0.78193 6.16878 0.59961  C79 1.088
89 H 0.92375 5.58954 2.25978  C79 1.089
90 H 2.82089 8.59561 5.24979  C84 1.088
91 H 1.35889 9.61110 5.23651  C84 1.089
92 H 2.90961 10.27599 4.66825  C84 1.085
93 C 5.19985 -5.11371 -0.92090  C94 1.512, H100 1.090, H101 1.090, H102 1.089
94 C 4.73520 -3.69840 -0.66226  C93 1.512, O95 1.438, H103 1.089, H104 1.089
95 O 3.50139 -3.66992 0.07669  C94 1.438, C96 1.331
96 C 3.62821 -3.85243 1.38929  O95 1.331, O97 1.201, O98 1.332
97 O 4.65930 -4.01740 1.98279  C96 1.201
98 O 2.41412 -3.83957 1.93779  C96 1.332, C99 1.433
99 C 2.41987 -4.08332 3.34943  O98 1.433, H105 1.087, H106 1.088, H107 1.086
100 H 4.41759 -5.69368 -1.41106  C93 1.090
101 H 6.08066 -5.10937 -1.56258  C93 1.090
102 H 5.45730 -5.61364 0.01185  C93 1.089
103 H 4.50703 -3.18676 -1.59554  C94 1.089
104 H 5.48798 -3.11993 -0.12874  C94 1.089
105 H 3.09428 -3.39944 3.85905  C99 1.087
106 H 2.72018 -5.11048 3.54776  C99 1.088
107 H 1.40413 -3.92454 3.69805  C99 1.086
108 C 0.74939 4.54629 6.45751  C109 1.512, H115 1.091, H116 1.090, H117 1.090
109 C 1.51097 5.74283 6.98086  C108 1.512, O110 1.443, H118 1.084, H119 1.090
110 O 1.19123 6.01120 8.36203  C109 1.443, C111 1.326
111 C 1.81178 5.24804 9.25088  O110 1.326, O112 1.203, O113 1.335
112 O 2.62430 4.39185 9.01930  C111 1.203
113 O 1.39018 5.59975 10.46724  C111 1.335, C114 1.429
114 C 1.96016 4.83632 11.53186  O113 1.429, H120 1.087, H121 1.089, H122 1.086
115 H -0.32184 4.68445 6.60821  C108 1.091
116 H 0.93973 4.43185 5.39072  C108 1.090
117 H 1.05288 3.63317 6.96961  C108 1.090
118 H 1.22594 6.63847 6.44158  C109 1.084
119 H 2.58715 5.60583 6.87937  C109 1.090
120 H 3.04600 4.83986 11.47300  C114 1.087
121 H 1.59609 3.81072 11.50131  C114 1.089
122 H 1.63377 5.31787 12.44851  C114 1.086
123 C 4.90835 -10.24333 -5.49751  C124 1.512, H130 1.090, H131 1.090, H132 1.089
124 C 5.65176 -8.97216 -5.15255  C123 1.512, O125 1.438, H133 1.088, H134 1.089
125 O 5.44297 -8.58925 -3.78244  C124 1.438, C126 1.331
126 C 6.18829 -9.24229 -2.89389  O125 1.331, O127 1.201, O128 1.331
127 O 7.01767 -10.07628 -3.13832  C126 1.201
128 O 5.86702 -8.79851 -1.68054  C126 1.331, C129 1.431
129 C 6.57071 -9.43739 -0.61047  O128 1.431, H135 1.087, H136 1.088, H137 1.086
130 H 3.84975 -10.14156 -5.25708  C123 1.090
131 H 5.00541 -10.45491 -6.56213  C123 1.090
132 H 5.30763 -11.08952 -4.94041  C123 1.089
133 H 5.27613 -8.13133 -5.73207  C124 1.088
134 H 6.71969 -9.07023 -5.34160  C124 1.089
135 H 7.64416 -9.40218 -0.77865  C129 1.087
136 H 6.24745 -10.47174 -0.50929  C129 1.088
137 H 6.31427 -8.87982 0.28498  C129 1.086

The calculation puts the HOMO energy (spin up / spin down) at -8.367 / -9.668 eV. As for the spin multiplicity: 2. The orbital gap (spin up / spin down) is 8.5 / 9.8 eV. As for the total energy: -3034.17292 Eh.